[1]
21
Properties=species:S:1:pos:R:3:mulliken_charge:R:1 method="wB97M-V/def2-TZVPD" homo_lumo_gap_ev=9.03 smiles="C1CC1C1=[NH+][C@@]23CC[C@@]12N3" charge=+1 mol_weight_g_mol=135.19
C -1.566 -0.075 0.186 0.435
C -0.156 -0.017 0.608 -0.218
C -1.426 1.550 0.200 0.559
C -1.972 0.049 -1.403 -0.518
C -1.661 1.545 -1.360 -0.913
C 1.969 -1.135 1.529 -0.521
C 2.295 -1.009 0.085 -0.597
C 0.749 -1.071 0.562 -0.100
N -2.384 0.910 0.916 -0.460
N -0.102 1.285 0.716 -0.072
H -1.489 -0.740 -2.005 0.335
H -2.992 -0.188 -1.497 0.320
H -2.434 2.203 -1.649 0.317
H -0.937 1.876 -2.030 0.381
H 2.143 -2.179 1.971 0.272
H 2.247 -0.398 2.225 0.287
H 2.432 -0.042 -0.117 0.367
H 2.542 -1.774 -0.613 0.290
H 0.251 -2.109 0.576 0.487
H -2.456 0.991 1.906 0.279
H 0.486 1.897 1.123 0.069

---

[2]
22
Properties=species:S:1:pos:R:3:mulliken_charge:R:1 method="wB97M-V/def2-TZVPD" homo_lumo_gap_ev=8.71 smiles="C1=C[C@]23[NH2+]CCNCC2=C3S1" charge=+1 mol_weight_g_mol=167.26
C 2.103 -1.083 0.829 -1.236
C 3.261 -0.442 0.534 -0.352
C 0.939 -0.365 0.199 0.547
C 1.400 0.581 -0.809 0.097
C -2.147 0.217 0.044 -0.364
C -0.753 -0.328 -2.075 -0.968
C -1.192 0.938 1.025 -0.767
C 0.453 -0.219 -1.289 0.555
N -1.749 0.572 -1.357 -0.401
N 0.008 0.067 1.464 -0.144
S 3.097 0.852 -0.720 -0.119
H 2.039 -1.840 1.551 0.413
H 4.169 -0.547 1.041 0.459
H -2.148 -0.901 0.183 0.261
H -3.233 0.473 0.258 0.375
H -0.508 0.133 -3.129 0.346
H -1.060 -1.321 -2.114 0.405
H -0.700 1.696 0.402 0.446
H -1.779 1.313 1.892 0.390
H -2.532 0.618 -1.972 0.281
H 0.579 0.414 2.167 0.393
H -0.246 -0.831 1.878 0.384